(1)
{
  "formula": "C20H46IrO2P4",
  "method": "ωB97M-V/def2-TZVPD",
  "elements": ["Ir", "P", "P", "P", "H", "C", "C", "H", "C", "C", "C", "C", "C", "C", "C", "C", "C", "H", "H", "H", "H", "H", "H", "H", "H", "H", "H", "H", "H", "H", "H", "H", "H", "H", "H", "H", "H", "H", "H", "H", "H", "H", "H", "H", "H", "H", "C", "C", "C", "C", "C", "C", "O", "H", "H", "H", "H", "H", "H", "C", "P", "C", "C", "O", "H", "H", "H", "H", "H", "H", "H", "H", "H"],
  "xyz": [[-0.15748, -0.67497, 0.44977], [-1.82502, -2.06948, 0.69383], [1.00740, -0.70096, 2.35582], [1.30918, -1.98842, -0.84410], [1.30074, 0.50079, -0.49701], [0.49339, 1.10346, -1.07850], [-0.78750, 0.34619, -1.16162], [-0.78913, -0.71755, -1.56775], [-3.21107, -1.19492, 1.42611], [-1.48599, -3.51916, 1.76878], [-2.36343, -2.77449, -0.89984], [2.08663, 0.77157, 2.30202], [0.02630, -0.64260, 3.87668], [2.14551, -2.09426, 2.64219], [0.94834, -2.26797, -2.62613], [1.49039, -3.71508, -0.28290], [2.98639, -1.21367, -0.86386], [0.36802, 2.05883, -0.52062], [-1.73831, 0.87245, -1.33704], [-3.87880, -0.88617, 0.61768], [-2.85348, -0.30467, 1.95323], [-3.72335, -1.88783, 2.10120], [-1.17964, -3.20465, 2.77518], [-0.70809, -4.17054, 1.35115], [-2.43920, -4.06559, 1.82196], [-2.35233, -2.03194, -1.70112], [-3.39423, -3.10958, -0.74724], [-1.73582, -3.61955, -1.20020], [2.97687, 0.57309, 2.90994], [1.53070, 1.62589, 2.70888], [2.40761, 1.00799, 1.27944], [0.58386, -1.17575, 4.65169], [-0.94747, -1.10935, 3.71343], [-0.12303, 0.40464, 4.14618], [2.98390, -2.08494, 1.93439], [1.60663, -3.04769, 2.58570], [2.53499, -1.96744, 3.66206], [1.50191, -3.15674, -2.95621], [1.23773, -1.40462, -3.23735], [-0.12173, -2.43738, -2.78898], [2.10668, -4.22068, -1.02894], [0.50699, -4.18662, -0.24138], [1.98776, -3.76060, 0.68400], [3.54573, -1.59789, -1.72657], [3.52774, -1.45818, 0.05674], [2.90192, -0.12509, -0.96511], [0.04018, 0.84102, -4.41362], [1.42624, 1.29047, -4.44042], [2.00424, 1.63313, -5.64095], [1.24232, 1.60224, -6.82185], [-0.10503, 1.18658, -6.81777], [-0.71112, 0.81881, -5.64372], [-0.51710, 0.43133, -3.35102], [0.77504, 1.28084, -2.16993], [1.97614, 1.24030, -3.50306], [3.05402, 1.93077, -5.62517], [1.73035, 1.89817, -7.74899], [-0.68675, 1.12935, -7.73667], [-1.71598, 0.41219, -5.55363], [-1.17169, 3.64427, 4.73337], [-1.30641, 3.28726, 2.96530], [0.01442, 4.22386, 2.18891], [-2.89035, 3.95593, 2.42574], [-1.22066, 1.81138, 2.67406], [-1.71553, 2.90955, 5.33092], [-1.58528, 4.64106, 4.88023], [-0.12140, 3.64420, 5.03048], [-0.24336, 5.29243, 2.15336], [0.95846, 4.11252, 2.74650], [0.14919, 3.86122, 1.16135], [-2.98524, 3.84314, 1.33796], [-3.67198, 3.39047, 2.94380], [-3.01097, 5.00961, 2.69921]],
  "atomic_forces_ev_per_a": [[0.81, -1.00, -1.07], [0.06, -1.18, 1.06], [0.24, -0.10, 1.15], [0.99, -1.09, -0.41], [-0.73, 0.99, -0.87], [0.24, 1.17, -0.25], [-1.62, 0.17, 0.61], [-0.05, 1.40, -0.06], [-0.33, -0.08, -0.04], [-0.33, 0.24, -0.31], [-0.06, 0.09, 0.23], [0.04, -0.02, 0.28], [0.33, 0.01, 0.09], [-0.01, 0.06, 0.13], [-0.11, 0.22, -0.02], [0.38, 0.38, -0.27], [-0.10, -0.50, -0.24], [0.05, -0.51, -0.70], [0.57, -0.20, 0.17], [-0.11, 0.02, 0.19], [-0.15, -0.28, 0.03], [-0.19, 0.29, -0.03], [-0.20, -0.05, -0.26], [-0.34, 0.20, 0.11], [0.33, -0.09, 0.16], [-0.16, -0.02, 0.14], [0.10, -0.16, -0.18], [-0.14, 0.06, 0.16], [-0.12, 0.25, -0.03], [0.27, -0.18, -0.11], [-0.03, -0.11, 0.32], [-0.29, 0.22, 0.18], [0.16, 0.05, 0.12], [-0.01, -0.18, 0.22], [-0.26, -0.06, 0.27], [0.16, 0.23, 0.11], [0.05, -0.13, -0.25], [-0.10, 0.27, 0.01], [0.03, -0.25, 0.22], [0.18, -0.09, 0.02], [-0.02, -0.20, 0.17], [0.20, -0.01, -0.06], [-0.13, -0.15, -0.11], [0.04, 0.03, 0.28], [-0.03, 0.12, -0.29], [0.23, -0.36, 0.01], [-0.84, -0.26, 1.16], [-1.59, -1.14, 1.56], [0.44, 0.60, -1.98], [0.66, 0.16, -0.17], [1.30, 0.75, -2.20], [-0.68, -0.89, 2.57], [0.68, 0.45, -3.33], [0.46, -0.15, 2.36], [0.17, 0.16, -0.39], [-0.24, 0.03, -0.39], [-0.24, -0.11, 0.08], [0.26, 0.17, -0.05], [0.03, 0.19, -0.32], [0.19, -0.79, 0.86], [0.09, 4.64, 0.12], [0.28, -0.17, -0.16], [-0.56, -0.54, -0.18], [-0.03, -2.59, -0.23], [-0.09, 0.14, -0.04], [-0.15, 0.11, -0.18], [-0.01, -0.09, -0.13], [-0.02, -0.28, 0.07], [-0.32, 0.01, -0.21], [0.01, 0.18, 0.20], [-0.04, 0.00, 0.28], [-0.03, 0.02, -0.20], [0.41, -0.09, 0.03]],
  "charge": 4,
  "e_homo_ev": [-17.51, -20.24],
  "homo_lumo_gap_ev": [6.26, 4.54],
  "multiplicity": 6,
  "de_lowest_kj_mol": 192.6
}

---

(2)
{
  "formula": "C8H13F6Ni2O7",
  "method": "ωB97M-V/def2-TZVPD",
  "elements": ["Ni", "Ni", "O", "H", "O", "H", "O", "H", "C", "C", "O", "C", "O", "C", "F", "F", "F", "H", "H", "H", "H", "H", "C", "C", "O", "C", "O", "C", "F", "F", "F", "H", "H", "H", "H", "H"],
  "xyz": [[2.45762, 10.76289, -11.55648], [2.48885, 13.42839, -11.16384], [3.98882, 12.06894, -11.78067], [4.87998, 12.46470, -11.71954], [1.34678, 12.23053, -12.35502], [0.59809, 12.25824, -12.98210], [2.10150, 11.73198, -9.86979], [2.22743, 11.58706, -8.91184], [-1.89777, 17.35655, -10.85730], [-0.78915, 16.37489, -10.54992], [-1.35335, 15.18761, -9.94412], [-0.44253, 14.15472, -9.79419], [0.75331, 14.26148, -9.99367], [-1.05611, 12.94961, -9.01223], [-0.87260, 11.82550, -9.76161], [-0.41885, 12.84038, -7.86447], [-2.37365, 13.07066, -8.82029], [-2.41628, 16.91947, -11.71065], [-1.60365, 18.36091, -11.16199], [-2.53626, 17.53367, -9.99182], [-0.09898, 16.88061, -9.87464], [-0.28170, 16.08897, -11.47125], [4.79120, 9.02639, -7.22148], [4.36885, 9.34530, -8.60448], [4.28239, 8.11656, -9.30715], [4.03824, 8.10434, -10.65374], [3.75165, 9.12073, -11.26460], [3.95873, 6.68481, -11.30090], [4.31569, 5.71686, -10.49908], [2.68560, 6.49228, -11.62372], [4.74206, 6.65954, -12.41167], [5.83435, 8.71152, -7.24981], [4.09808, 8.25390, -6.88841], [4.79772, 9.86369, -6.52363], [5.07711, 10.05559, -9.03105], [3.45119, 9.93311, -8.62647]],
  "atomic_forces_ev_per_a": [[0.80, 1.94, 0.46], [0.55, -0.78, -0.02], [-0.31, 0.56, -0.22], [-0.86, -0.82, 0.05], [-0.20, -0.79, -0.20], [0.86, -0.02, 0.72], [-0.15, -0.33, 0.20], [0.07, 0.14, -1.09], [-0.58, -0.46, -0.36], [0.32, 1.06, -0.08], [1.35, -1.70, -0.11], [0.28, 2.31, 0.81], [-2.30, -0.12, 0.11], [-0.08, -0.42, -2.17], [-0.09, 0.70, 0.83], [-0.10, -0.24, 0.38], [0.43, 0.09, 0.31], [-0.71, 0.27, 0.23], [0.71, -0.24, -0.05], [-0.23, -0.40, -0.10], [0.34, -0.61, 0.16], [0.20, -0.01, 0.21], [0.30, -0.54, 0.53], [0.03, 2.46, -0.01], [-0.06, -1.50, -2.94], [-0.44, 1.97, 2.44], [0.16, -1.55, 0.04], [0.59, 0.82, -0.48], [0.46, -0.32, 0.44], [-0.18, 0.04, -0.47], [-0.80, 0.03, 0.83], [-0.13, -0.58, 0.18], [0.42, -0.14, 0.57], [-0.45, 0.18, -0.30], [0.24, -0.40, -0.67], [-0.43, -0.61, -0.22]],
  "charge": 0,
  "e_homo_ev": [-4.34, -9.03],
  "homo_lumo_gap_ev": [3.93, 8.56],
  "multiplicity": 6
}

---

(3)
{
  "formula": "C36H60Br2Cl2NO2SSbScSiTe4",
  "method": "ωB97M-V/def2-TZVPD",
  "elements": ["Sc", "Cl", "C", "C", "C", "C", "C", "Cl", "C", "S", "H", "H", "H", "Te", "Te", "Te", "Te", "Br", "C", "C", "C", "C", "C", "N", "C", "O", "O", "H", "H", "H", "C", "C", "C", "C", "Sb", "C", "C", "C", "C", "C", "C", "C", "C", "H", "H", "H", "H", "H", "H", "H", "H", "H", "H", "H", "H", "H", "H", "H", "H", "H", "H", "H", "H", "H", "H", "H", "H", "H", "H", "H", "C", "C", "C", "C", "Si", "Br", "C", "C", "C", "C", "C", "C", "C", "C", "H", "H", "H", "H", "H", "H", "H", "H", "H", "H", "H", "H", "H", "H", "H", "H", "H", "H", "H", "H", "H", "H", "H", "H", "H", "H", "H"],
  "xyz": [[-0.29663, -0.97976, 0.38403], [-2.05057, -3.27451, 0.15969], [-2.77462, -3.23319, -1.41950], [-3.74137, -4.18651, -1.68647], [-4.35444, -4.19431, -2.92607], [-3.98256, -3.25109, -3.86961], [-3.01246, -2.30998, -3.56983], [-2.61967, -1.16438, -4.80906], [-2.36349, -2.25135, -2.32436], [-1.19442, -0.99583, -1.96693], [-4.00161, -4.90688, -0.92313], [-5.11500, -4.92785, -3.15594], [-4.43855, -3.23235, -4.84950], [-0.10580, -2.79271, 2.74530], [0.11441, -4.29641, 4.91442], [0.28459, 0.79513, 5.09946], [1.22853, -0.37732, 2.88244], [5.62936, 0.07547, 1.10818], [4.28198, 1.41065, 1.31367], [4.63747, 2.61335, 1.90701], [3.62943, 3.54014, 2.10543], [2.33680, 3.22648, 1.71648], [2.11020, 1.99329, 1.12357], [3.07420, 1.09371, 0.92115], [0.69212, 1.67575, 0.70879], [-0.22076, 2.38013, 1.09062], [0.56608, 0.73244, -0.20138], [5.65828, 2.79265, 2.20935], [3.84496, 4.49049, 2.57604], [1.50437, 3.89474, 1.87659], [2.27993, 0.98512, -6.41603], [1.51146, 0.53130, -5.18033], [1.60349, -0.99314, -5.05557], [0.03846, 0.88910, -5.35908], [2.20642, 1.29655, -3.21568], [1.42153, 3.36612, -3.22209], [2.17434, 4.15357, -2.15102], [1.53954, 4.12027, -4.54290], [-0.04652, 3.27328, -2.79866], [4.37508, 1.58225, -3.57761], [4.98189, 1.95768, -2.22553], [4.81339, 2.60888, -4.61587], [4.92128, 0.19912, -3.94046], [1.81011, 0.54783, -7.30763], [3.31926, 0.65850, -6.40883], [2.26404, 2.06958, -6.53821], [1.26990, -1.45848, -5.99212], [0.96185, -1.36179, -4.25173], [2.62072, -1.33695, -4.85721], [-0.36178, 0.32948, -6.21529], [-0.11272, 1.94801, -5.56424], [-0.55521, 0.61507, -4.48556], [3.22182, 4.30717, -2.41624], [2.13760, 3.66620, -1.17475], [1.71533, 5.14446, -2.04102], [2.57500, 4.21198, -4.87294], [1.14216, 5.13648, -4.41655], [0.97435, 3.65144, -5.34716], [-0.16014, 2.78361, -1.82886], [-0.65738, 2.72497, -3.51592], [-0.46226, 4.28558, -2.71196], [4.68708, 2.95215, -1.88857], [6.07728, 1.94004, -2.29526], [4.69287, 1.24246, -1.45630], [4.61550, 3.62639, -4.27197], [4.33451, 2.48166, -5.58383], [5.89809, 2.52823, -4.76988], [4.62467, -0.55535, -3.20667], [6.01799, 0.23192, -3.95259], [4.59261, -0.14079, -4.92302], [-4.56400, -1.77665, 3.62811], [-5.48164, -1.14424, 2.56533], [-6.85936, -0.86625, 3.19197], [-5.66418, -2.20806, 1.47360], [-4.75594, 0.48849, 1.86457], [-2.51165, 0.03015, 1.77562], [-4.75255, 1.96993, 3.08423], [-4.38629, 1.49879, 4.50077], [-6.15045, 2.61069, 3.12224], [-3.73376, 3.06073, 2.70949], [-5.28662, 0.90122, 0.07429], [-4.78568, 2.29406, -0.33376], [-4.71213, -0.08858, -0.94791], [-6.82162, 0.89209, -0.02769], [-5.12752, -2.55514, 4.15292], [-4.19140, -1.07705, 4.37229], [-3.69387, -2.24988, 3.17091], [-7.31196, -1.81773, 3.49003], [-7.54815, -0.37970, 2.49624], [-6.78932, -0.24662, 4.08623], [-6.01956, -3.12863, 1.94925], [-4.71913, -2.44176, 0.98006], [-6.39381, -1.92818, 0.71349], [-5.10527, 0.79052, 4.91301], [-4.37225, 2.37315, 5.15927], [-3.38911, 1.05422, 4.54101], [-6.93229, 1.90955, 3.42029], [-6.43057, 3.04073, 2.15864], [-6.14597, 3.42600, 3.85325], [-2.72318, 2.67285, 2.57996], [-3.69925, 3.78154, 3.53271], [-4.00973, 3.60531, 1.80926], [-3.70495, 2.39173, -0.20989], [-5.27327, 3.09144, 0.22728], [-5.01452, 2.44863, -1.39346], [-3.62460, -0.02952, -0.99215], [-5.09401, 0.17804, -1.94011], [-4.98965, -1.12413, -0.75892], [-7.29358, 1.58028, 0.67724], [-7.24470, -0.09906, 0.14016], [-7.11270, 1.20569, -1.03590]],
  "atomic_forces_ev_per_a": [[-0.32, 0.40, 0.26], [0.11, 0.15, -0.09], [-0.02, 0.00, 0.03], [0.01, 0.01, -0.01], [0.00, 0.01, 0.00], [0.01, -0.01, 0.02], [-0.03, 0.02, 0.00], [-0.02, 0.00, 0.01], [-0.10, -0.01, -0.03], [0.18, -0.06, -0.04], [0.00, 0.00, 0.00], [0.00, 0.00, 0.00], [-0.01, 0.00, 0.00], [0.23, 0.26, -0.47], [0.06, -0.13, 0.11], [-0.13, 0.08, -0.34], [-0.02, -0.77, 1.05], [-0.06, 0.03, -0.03], [-0.02, -0.14, 0.06], [-0.01, 0.07, 0.01], [0.05, -0.02, 0.00], [0.06, -0.09, 0.03], [0.03, 0.42, 0.09], [0.18, 0.12, -0.29], [-0.24, 0.68, -0.70], [0.18, -0.07, -0.05], [-0.49, -1.05, 0.51], [-0.01, 0.02, 0.01], [0.02, -0.01, 0.00], [-0.02, -0.02, -0.01], [-0.03, 0.04, -0.01], [0.05, -0.02, 0.01], [0.00, 0.00, 0.00], [0.00, -0.01, 0.03], [0.00, 0.04, -0.17], [0.05, -0.01, -0.04], [0.04, 0.02, -0.01], [0.01, -0.01, -0.03], [-0.01, 0.00, 0.02], [0.00, -0.01, 0.02], [0.01, -0.03, 0.03], [0.01, 0.06, 0.06], [-0.02, 0.00, -0.05], [0.01, 0.00, 0.00], [0.03, 0.00, 0.02], [0.00, 0.01, 0.01], [-0.01, -0.01, 0.01], [0.01, 0.01, 0.00], [0.02, 0.00, -0.02], [0.00, 0.01, 0.01], [0.00, 0.03, -0.01], [0.02, 0.01, 0.00], [-0.02, 0.03, -0.01], [0.01, -0.03, 0.02], [-0.01, -0.01, 0.02], [0.00, 0.00, 0.01], [0.00, 0.00, 0.00], [-0.02, -0.02, -0.01], [0.01, 0.00, 0.00], [0.00, 0.02, -0.01], [0.00, 0.00, 0.01], [0.00, -0.02, 0.00], [0.00, 0.02, 0.00], [0.00, -0.03, 0.06], [-0.02, -0.01, -0.02], [-0.02, -0.04, -0.04], [0.00, 0.01, 0.02], [0.00, 0.01, 0.00], [0.00, 0.00, 0.00], [0.00, 0.01, -0.02], [0.01, -0.01, 0.00], [-0.05, 0.08, -0.01], [-0.02, 0.02, 0.00], [0.01, -0.02, 0.00], [0.16, -0.08, -0.06], [0.27, 0.10, -0.01], [-0.08, -0.07, -0.03], [0.01, 0.00, 0.01], [-0.02, 0.02, 0.00], [0.03, -0.01, 0.00], [-0.08, 0.04, 0.07], [0.01, -0.02, -0.01], [0.00, -0.02, -0.01], [-0.03, 0.00, 0.01], [0.01, -0.02, -0.01], [-0.02, 0.00, 0.01], [0.01, 0.02, 0.01], [0.00, 0.00, 0.00], [0.00, -0.01, 0.00], [0.01, 0.00, 0.00], [0.00, -0.01, -0.01], [0.00, 0.00, 0.00], [-0.01, 0.01, 0.01], [0.00, 0.00, -0.01], [-0.01, 0.00, 0.01], [0.01, 0.01, 0.00], [0.01, 0.00, 0.00], [0.01, 0.01, 0.00], [0.00, 0.00, 0.00], [0.00, 0.00, 0.02], [-0.01, 0.02, -0.01], [0.01, -0.01, -0.01], [0.00, 0.00, 0.00], [-0.01, 0.00, 0.00], [0.00, 0.01, 0.00], [0.00, 0.01, 0.01], [0.02, 0.00, -0.01], [-0.01, 0.01, 0.00], [0.01, 0.01, -0.01], [0.01, 0.00, -0.01], [0.00, -0.01, 0.00]],
  "charge": -1,
  "e_homo_ev": -3.87,
  "homo_lumo_gap_ev": 5.63
}